Below is a cluster of 7 separate species, H13O6S in total, with properties calculated with ωB97M-V/def2-TZVPD.

Results
**Molar mass**: 141.16 g/mol
**Frontier orbital gap**: 0.27982 Ha
**Energy**: -857.4985 Eh
**Relative energy (zero: lowest compared OMol25 entry of this formula, charge and spin)**: 16.8 kcal/mol
**Total charge**: -1

Atoms and positions in Å:
S -1.08015 -0.39072 -2.67185
O -1.60536 -1.83677 1.15252
O 1.78410 0.49986 1.55337
O -1.58852 1.70422 -0.37175
O 1.38965 1.52459 -1.52213
O -0.89367 1.06688 2.20162
O 1.96443 -1.75525 -0.49174
H 0.83602 0.75278 1.58739
H -0.84651 0.11362 2.33181
H 2.46818 -1.20050 -1.10396
H -1.70176 0.99405 -1.04331
H -0.54324 -1.24990 -1.75365
H -0.83494 2.26394 -0.55788
H 0.80316 0.92092 -2.00266
H 1.17920 1.49104 -0.59485
H 1.67630 -0.44464 1.38389
H 1.07218 -1.64844 -0.84003
H -1.28891 1.24318 1.30815
H -2.00469 -2.53787 0.63510
H -0.78546 -1.51097 0.79996

Forces on the atoms, in the same order (eV/Å):
S 0.3 -0.5 0.4
O -0.7 0.1 1.3
O -0.8 -0.2 -0.1
O -0.8 0.2 1.1
O 0.7 0.6 -0.6
O 0.1 0.2 -0.2
O 0.0 0.0 -0.1
H 0.4 0.6 0.5
H -0.5 0.1 -0.1
H 0.0 0.1 0.3
H 0.7 0.1 -0.4
H -0.4 0.2 -0.4
H 0.2 -0.2 -0.7
H -0.6 -0.2 0.1
H 0.0 -0.5 0.5
H 0.7 -0.1 -0.3
H -0.1 0.0 -0.2
H 0.0 -0.4 0.3
H 0.5 0.2 -0.5
H 0.2 -0.3 -0.9

Below is the molecule C5H6O2, with properties calculated with ωB97M-V/def2-TZVPD.

Results
**Molar mass**: 98.10 g/mol
**Frontier orbital gap**: 0.41537 Ha
**Energy**: -344.5284 Eh
**Relative energy (zero: lowest compared OMol25 entry of this formula, charge and spin)**: 46.1 kcal/mol

Atoms and positions in Å:
O -0.06616 0.00529 -1.23377
O -1.05881 2.03670 -1.22905
C 1.21430 0.48400 0.77652
C -0.87053 -2.37500 1.01826
C -0.52131 -1.28035 0.66134
C -0.60162 1.09081 -1.81466
C -0.16959 0.07220 0.22113
H 1.20978 0.71339 1.84435
H -0.58468 1.00455 -2.91200
H 1.67849 1.33929 0.27169
H 1.86285 -0.37642 0.62417
H -1.01892 0.71111 0.44683
H -1.12008 -3.36374 1.32223

Forces on the atoms, in the same order (eV/Å):
O -0.4 0.5 0.1
O 0.1 -0.2 -0.4
C -0.1 0.0 0.0
C 0.4 0.5 -0.2
C -0.3 -0.6 0.2
C -0.1 0.3 -0.1
C 0.7 -0.6 0.1
H -0.3 -0.1 -0.1
H 0.1 -0.1 0.2
H -0.5 -0.1 -0.1
H 0.1 0.0 0.0
H 0.4 0.4 0.2
H -0.1 0.1 0.0

Below is a cluster of 8 separate species, C30H82N6O8 in total, with properties calculated with ωB97M-V/def2-TZVPD.

Results
**Molar mass**: 655.02 g/mol
**Frontier orbital gap**: 0.35230 Ha
**Energy**: -2122.4679 Eh
**Relative energy (zero: lowest compared OMol25 entry of this formula, charge and spin)**: 46.7 kcal/mol

Atoms and positions in Å:
O 15.93863 11.73220 13.60386
O 18.14308 10.40380 17.83294
O 20.96582 9.79133 12.69594
O 14.36695 14.98794 18.76529
O 17.41080 8.80622 11.37069
O 12.00030 9.35180 6.66508
O 19.75460 14.53435 10.54469
O 18.91195 17.66072 17.49102
N 18.64377 12.64914 13.53789
N 16.25956 16.03716 15.71328
N 14.74078 9.94259 16.26281
N 16.74154 10.46098 8.24179
N 11.09893 7.93516 8.89944
N 20.64583 16.78719 11.99964
C 18.88528 15.67522 10.54583
C 19.16231 16.54329 11.80118
C 18.81574 16.62982 19.59323
C 15.71260 13.37288 11.69898
C 13.77724 12.40808 12.92714
C 21.21894 12.61789 13.63490
C 17.89835 10.99410 19.05920
C 20.56112 14.41832 9.41102
C 15.26468 16.17528 16.78798
C 14.40726 13.83404 19.59113
C 20.82083 8.38595 12.68178
C 17.05674 10.45955 16.92773
C 15.45409 15.04209 17.83525
C 10.62111 8.92356 6.70314
C 9.14369 7.11023 7.68143
C 17.32898 9.41514 9.05973
C 15.99212 8.19377 17.32022
C 16.87784 9.75243 10.47264
C 10.55572 7.65835 7.55156
C 16.67104 8.66643 12.61229
C 19.76606 10.41421 13.23456
C 15.79783 9.63009 17.22976
C 18.50083 17.93322 11.72893
C 20.74002 16.13046 18.02447
C 12.26858 10.54502 5.84770
C 13.88487 16.10499 16.18331
C 19.78000 17.20204 18.57579
C 15.17108 12.78698 13.01323
C 18.85150 9.26679 8.97970
C 19.95807 11.99659 13.02402
H 13.63534 11.50927 12.33156
H 8.63789 7.04298 6.67813
H 18.37285 15.69444 19.11593
H 21.08514 13.49620 9.51852
H 21.46408 16.47407 17.29593
H 11.69867 10.37425 4.93132
H 19.45350 18.14031 16.88425
H 13.32813 12.15943 13.83967
H 16.50632 7.83403 18.24241
H 13.81346 14.09225 20.45967
H 12.09293 8.03434 8.85207
H 15.53734 12.58027 10.93356
H 17.85669 15.34689 10.51828
H 15.22082 14.25327 11.35842
H 18.64168 12.64677 14.56316
H 17.94905 12.07653 18.99030
H 19.94909 12.08299 11.91558
H 17.39838 10.23109 15.89769
H 13.65250 17.05206 15.64907
H 19.66289 10.03668 14.23587
H 14.98437 7.72413 17.32386
H 19.34479 10.20027 9.28495
H 16.42684 15.26508 18.32711
H 16.73635 8.51536 8.85926
H 16.91901 10.70084 19.46292
H 19.27234 8.34452 9.34697
H 13.16719 15.89066 16.98797
H 17.09798 10.81118 10.74599
H 10.06716 9.79680 7.04742
H 16.78260 13.59830 11.70423
H 13.35601 10.58133 5.69125
H 15.43041 9.96570 18.19318
H 21.35132 15.61555 18.79046
H 13.23836 13.16935 12.48651
H 19.10636 9.24593 7.90086
H 20.09596 8.09626 11.89929
H 13.86607 15.33512 15.40250
H 16.69427 11.51397 16.95265
H 16.33615 9.61632 12.93233
H 20.53272 7.97325 13.64951
H 11.15880 6.92044 6.98943
H 21.33842 15.21815 9.40196
H 19.32446 16.37638 20.52986
H 17.31618 8.30338 13.37186
H 15.07352 10.14770 15.31498
H 19.03948 16.28082 9.63278
H 19.99366 14.38731 8.46458
H 20.16568 15.30114 17.48481
H 16.84687 11.97237 13.42448
H 8.56200 7.78684 8.30983
H 17.13296 11.35354 8.46934
H 18.76238 15.94088 12.62754
H 17.00070 10.38984 7.25603
H 18.65883 13.61539 13.19220
H 11.94134 11.49601 6.29157
H 14.35531 10.87418 16.54554
H 14.08934 13.01844 19.00510
H 16.35216 15.07616 15.36045
H 22.13995 12.19525 13.16040
H 20.91708 17.54405 11.33646
H 15.62430 14.09808 17.26496
H 10.31684 8.68553 5.63996
H 18.89392 10.16469 12.68324
H 16.48780 7.76820 16.44312
H 15.80191 9.72563 10.57044
H 18.57339 10.64647 19.86120
H 21.26454 12.49767 14.75194
H 15.33818 17.15647 17.35117
H 20.40694 17.99479 18.88542
H 18.60035 18.48038 10.74602
H 18.93508 18.66297 12.48884
H 21.25368 16.01822 11.74270
H 15.86987 7.91888 12.47029
H 10.84697 7.17061 9.52822
H 21.18853 13.68551 13.38669
H 9.23763 6.08163 8.07875
H 17.37300 18.00392 11.96703
H 15.41396 13.63488 19.92918
H 15.23217 13.63337 13.66416
H 17.17845 16.37024 15.94488
H 21.79451 8.00049 12.32487
H 17.92981 17.26216 19.64128

Forces on the atoms, in the same order (eV/Å):
O -1.1 0.1 -0.7
O 0.6 -1.3 -0.7
O -1.2 0.4 0.5
O 1.0 0.2 -0.6
O 0.3 -0.2 0.9
O 0.3 0.8 -0.3
O -1.0 0.4 0.4
O 0.1 -0.5 1.1
N 1.7 -0.5 -0.8
N -0.1 0.1 -0.1
N -0.7 1.8 0.1
N 0.1 0.2 -1.2
N -1.1 -0.4 -0.4
N -0.8 1.0 -0.8
C 0.8 0.7 -0.2
C 1.0 0.0 -0.7
C -0.4 -1.2 -1.1
C 0.5 -2.5 -0.8
C -0.3 -2.1 -0.8
C 0.1 -0.3 -0.1
C -0.7 -0.2 1.3
C 0.5 0.7 -0.2
C 0.0 -0.2 0.7
C 0.6 1.7 0.1
C 0.5 0.0 -1.5
C -0.6 1.2 -0.1
C 0.4 0.5 -0.3
C 1.1 0.6 -1.3
C 0.0 -0.2 -1.0
C -0.6 0.1 1.1
C -0.3 -2.9 0.4
C -0.2 0.3 0.8
C 0.3 0.4 0.0
C 0.1 -0.7 -1.9
C 2.3 1.8 -0.8
C 0.3 1.6 0.0
C -1.4 1.8 0.7
C -0.6 -1.8 -0.3
C -0.6 -1.6 0.6
C -0.4 0.5 -0.4
C -0.6 -1.6 -1.8
C 1.7 1.2 0.4
C -0.3 0.6 -2.1
C -1.6 -1.5 0.9
H 0.1 -0.1 -0.4
H 0.5 0.0 0.9
H 0.8 0.8 0.7
H 0.4 -0.8 0.0
H 0.0 0.6 -0.2
H 0.4 0.4 -0.4
H 0.5 0.5 -0.8
H -0.5 -0.1 1.7
H -0.1 0.5 -0.7
H -0.4 -0.5 0.0
H 0.5 0.1 0.1
H 0.3 0.6 0.1
H -0.4 -0.2 0.1
H -0.7 0.7 0.1
H 0.2 0.2 -0.4
H 0.0 0.4 0.0
H 0.1 0.3 0.7
H 0.2 0.1 0.6
H 0.0 -0.5 0.5
H -0.2 0.4 0.9
H 0.6 0.2 0.1
H 0.0 -0.4 0.6
H -0.5 -0.3 0.2
H 0.7 -0.3 -0.4
H -0.1 0.3 -0.2
H 0.0 0.0 0.8
H 0.0 0.2 -0.5
H 0.6 -0.4 0.0
H -0.6 -0.3 0.4
H -0.1 -0.2 0.3
H -0.5 -0.1 -0.1
H -0.3 0.1 0.3
H -0.5 0.4 0.0
H -1.3 1.7 -1.0
H -0.2 -0.1 0.2
H -0.1 0.0 0.5
H -0.2 -0.2 0.3
H 0.2 -0.3 -0.4
H -0.8 1.0 0.3
H 0.1 0.0 0.1
H 0.0 0.1 0.2
H -0.5 -0.2 -0.3
H -0.5 0.2 -0.1
H 0.9 -0.5 0.5
H 0.3 -0.4 0.3
H 0.1 -0.2 0.3
H 0.1 0.2 0.3
H 0.5 1.1 0.8
H 1.3 0.0 0.1
H -0.1 -0.3 0.2
H 0.2 0.7 0.6
H 0.3 0.5 0.3
H -0.2 -0.5 0.2
H -0.1 -0.3 0.5
H -0.1 -0.4 0.3
H 0.2 -1.1 -0.4
H -0.8 -1.4 -0.3
H -0.3 0.5 0.4
H -0.8 0.2 0.5
H -0.3 -0.6 0.8
H -0.5 0.1 0.4
H 0.0 0.2 0.9
H -0.8 -0.5 -0.7
H 0.2 0.1 0.0
H -0.6 -0.1 -0.4
H 0.3 0.1 -0.8
H -0.1 0.0 -1.0
H 0.4 -1.0 -0.9
H 0.3 1.2 0.9
H 0.2 -0.9 0.7
H -0.2 -1.2 -0.8
H -0.5 -0.4 0.1
H 0.0 0.5 0.1
H 0.3 0.3 -0.2
H 0.1 0.0 0.2
H -0.5 0.6 0.1
H 1.7 -0.7 -0.4
H 0.5 -0.1 0.2
H 0.0 0.7 1.1
H 0.3 0.2 0.4
H -0.4 0.0 0.6
H 0.3 0.3 0.7